# 1
ORCA calculation (ωB97M-V with the def2-TZVPD basis set) on a 2-piece molecular cluster, C6H13ISi overall in a non-equilibrium geometry.

Values from the calculation:
ΔE to the lowest compared entry with this formula, charge and spin in kcal per mole: 39.9
HOMO (alpha / beta) in eV: -7.5723 / -8.8610

Last column: Löwdin charge in e.
Element x y z (Å)
C: -1.04 -0.92 -0.70  -0.159
C: -1.82 0.18 -0.52  -0.264
C: 1.43 -1.38 -0.37  -0.145
C: 2.47 1.70 1.19  0.041
C: 0.36 -0.79 -1.31  -0.290
C: -3.14 0.25 0.15  -0.429
Si: -2.78 0.71 1.97  0.339
I: -1.25 -1.01 3.06  0.256
H: -1.27 -1.99 -0.28  0.130
H: -1.44 1.12 -0.89  0.096
H: 0.95 -2.31 0.13  0.076
H: 2.27 -1.84 -1.08  0.098
H: 1.86 -0.63 0.44  0.054
H: 3.59 1.78 0.91  0.022
H: 1.71 2.37 0.76  -0.012
H: 2.17 0.80 1.76  -0.031
H: 0.45 -1.40 -2.25  0.105
H: 0.58 0.29 -1.46  0.106
H: -3.67 -0.72 0.01  0.090
H: -3.77 0.98 -0.20  0.019
H: -2.37 2.16 2.01  -0.104

# 2
ORCA calculation (ωB97M-V with the def2-TZVPD basis set) on a 2-piece molecular cluster, C6H13N overall in a non-equilibrium geometry.

Values from the calculation:
ΔE to the lowest compared entry with this formula, charge and spin in kcal per mole: 61.8
Spin multiplicity: 2
Charge: -1
HOMO (alpha / beta) in eV: 0.1733 / -2.8895

Last column: Löwdin charge in e.
Element x y z (Å)
C: -1.07 -1.10 -1.36  -0.178
C: -1.57 0.18 -0.75  -0.305
C: -1.51 0.37 0.78  -0.328
C: -0.22 0.02 1.44  -0.364
N: 3.14 0.59 -0.36  -0.028
C: 1.98 -0.03 0.26  -0.236
C: 0.99 0.62 0.84  -0.203
H: -1.73 -1.96 -1.25  0.050
H: -0.78 -0.99 -2.41  0.053
H: -0.18 -1.43 -0.81  0.000
H: -1.12 1.07 -1.23  0.086
H: -2.62 0.35 -1.05  0.083
H: -2.32 -0.23 1.21  0.064
H: -1.79 1.43 0.91  0.078
H: -0.43 -1.86 1.36  -0.030
H: -0.19 0.01 2.51  0.024
H: 3.52 1.31 0.24  0.033
H: 2.88 1.02 -1.24  0.041
H: 1.96 -1.11 0.11  0.073
H: 1.06 1.73 0.82  0.086

# 3
ORCA calculation (ωB97M-V with the def2-TZVPD basis set) on an isolated ion of composition C6H13N and charge -1 in a non-equilibrium geometry.

Values from the calculation:
ΔE to the lowest compared entry with this formula, charge and spin in kcal per mole: 11.7
Spin multiplicity: 2
Charge: -1
HOMO (alpha / beta) in eV: 1.5820 / -5.0302

Last column: Löwdin charge in e.
Element x y z (Å)
C: -0.21 2.10 0.22  -0.290
N: -0.06 0.68 0.57  -0.184
C: 1.33 0.33 0.89  -0.283
C: 1.52 -1.15 0.54  -0.191
C: 0.31 -1.47 -0.37  -0.210
C: -0.44 -0.16 -0.61  -0.424
C: -1.91 -0.44 -0.72  -0.255
H: 0.43 2.40 -0.62  0.040
H: -1.25 2.22 -0.06  0.032
H: 0.06 2.67 1.11  0.038
H: 1.41 0.49 1.98  0.087
H: 2.08 0.91 0.36  0.080
H: 2.47 -1.46 0.11  0.084
H: 1.35 -1.72 1.46  0.086
H: -0.31 -2.17 0.19  0.085
H: 0.43 -2.00 -1.32  0.087
H: -0.10 0.39 -1.50  0.104
H: -2.41 -0.89 0.14  0.055
H: -2.55 0.44 -0.87  0.022
H: -2.17 -1.16 -1.51  0.036

# 4
ORCA calculation (ωB97M-V with the def2-TZVPD basis set) on a single C6H13N molecule in a non-equilibrium geometry.

Values from the calculation:
ΔE to the lowest compared entry with this formula, charge and spin in kcal per mole: 15.5
HOMO in eV: -7.5295

Last column: Löwdin charge in e.
Element x y z (Å)
C: -0.90 1.89 -1.36  -0.082
C: -0.13 0.54 -1.43  -0.231
N: -1.59 -1.15 0.45  0.094
C: -0.33 -0.69 0.76  -0.354
C: 0.42 0.03 -0.12  -0.284
C: 1.90 0.21 0.07  -0.074
C: 0.30 -1.42 1.94  -0.040
H: -0.59 2.50 -2.20  0.061
H: -0.78 2.24 -0.34  0.072
H: -1.98 1.72 -1.48  0.060
H: -0.74 -0.20 -1.97  0.095
H: 0.71 0.57 -2.13  0.098
H: -1.94 -0.91 -0.45  0.063
H: -2.36 -1.22 1.06  0.081
H: 2.11 0.43 1.11  0.063
H: 2.53 -0.65 -0.18  0.085
H: 2.22 1.05 -0.54  0.075
H: -0.52 -1.61 2.65  0.069
H: 0.60 -2.43 1.66  0.085
H: 1.06 -0.90 2.49  0.062

# 5
ORCA calculation (ωB97M-V with the def2-TZVPD basis set) on a single C6H13N molecule in a non-equilibrium geometry.

Values from the calculation:
ΔE to the lowest compared entry with this formula, charge and spin in kcal per mole: 9.8
HOMO in eV: -8.2210

Last column: Löwdin charge in e.
Element x y z (Å)
C: 1.84 -1.13 -1.50  -0.103
C: 0.59 -0.25 -1.59  -0.272
N: -0.21 -0.25 -0.40  -0.178
C: 0.49 -0.41 0.90  -0.178
C: -0.40 0.29 1.94  -0.170
C: -1.63 0.77 1.12  -0.176
C: -1.00 0.96 -0.22  -0.227
H: 2.59 -0.67 -0.86  0.062
H: 2.32 -1.15 -2.48  0.072
H: 1.68 -2.14 -1.15  0.070
H: 0.98 0.77 -1.79  0.111
H: 0.05 -0.46 -2.52  0.111
H: 1.47 0.05 0.83  0.106
H: 0.57 -1.46 1.18  0.112
H: -0.65 -0.38 2.76  0.100
H: 0.08 1.16 2.41  0.102
H: -2.16 1.63 1.52  0.106
H: -2.31 -0.08 1.15  0.110
H: -1.72 1.10 -1.03  0.121
H: -0.31 1.82 -0.26  0.122

# 6
ORCA calculation (ωB97M-V with the def2-TZVPD basis set) on a single C6H13N molecule in a non-equilibrium geometry.

Values from the calculation:
ΔE to the lowest compared entry with this formula, charge and spin in kcal per mole: 54.1
HOMO in eV: -8.5500

Last column: Löwdin charge in e.
Element x y z (Å)
C: -0.06 -0.68 2.13  -0.157
C: -0.66 -0.21 0.76  -0.211
C: -0.17 -0.42 -0.59  -0.384
C: 0.78 -1.43 -0.88  0.059
C: -0.82 0.38 -1.63  -0.250
C: -0.36 1.88 -1.69  -0.091
N: 1.54 -0.58 1.94  -0.021
H: -0.27 -1.72 2.33  0.083
H: -0.25 -0.08 3.06  0.101
H: -1.74 -0.63 0.76  0.139
H: -0.99 0.91 0.84  0.132
H: 1.32 -2.28 -0.29  0.084
H: 0.95 -1.63 -1.96  0.046
H: -1.88 0.31 -1.50  0.101
H: -0.71 0.00 -2.63  0.100
H: -0.63 2.51 -2.62  0.098
H: -0.70 2.40 -0.82  0.036
H: 0.74 1.84 -1.52  0.079
H: 1.98 0.21 1.49  0.047
H: 1.93 -0.77 2.82  0.009